A cluster of 12 separate species, C48H96O24 in total at a distorted geometry. Source: OMol25; level of theory: wB97M-V/def2-TZVPD.

ORCA input file:
```
! RIJCOSX wB97M-V def2-TZVPD def2/J DEFGRID3
* xyz 0 1
C -6.0498 -2.3282 2.7190
C -6.7989 -1.7282 1.5158
O -6.7756 -0.2438 1.5799
C -5.6850 0.3651 1.0379
C -5.8449 1.8237 1.2059
O -4.7733 -0.2519 0.5845
H -5.9918 -3.4234 2.5095
H -6.7491 -2.1435 3.5586
H -5.0667 -1.9328 2.8376
H -6.1495 -1.9630 0.6099
H -7.8700 -1.9699 1.4570
H -6.7995 1.8905 1.7231
H -5.9041 2.3829 0.2912
H -4.9721 2.2375 1.8449
C 6.0257 -1.3256 3.5963
C 5.5496 -0.7396 4.8791
O 4.1339 -0.9852 5.0018
C 3.3037 -0.2131 4.3115
C 1.8413 -0.5254 4.5175
O 3.7149 0.7217 3.7112
H 5.9321 -2.4278 3.6853
H 7.0511 -1.0243 3.4874
H 5.5343 -0.9782 2.7143
H 6.0209 -1.1880 5.7689
H 5.7052 0.3559 4.9129
H 1.5180 -0.3736 5.5388
H 1.6664 -1.5551 4.2218
H 1.2389 0.0345 3.8501
C -2.4453 1.0643 5.6520
C -2.5094 1.5842 4.1969
O -3.6547 2.4303 3.9751
C -3.5539 3.6717 4.4662
C -4.8970 4.4630 4.4319
O -2.5512 4.1585 4.9497
H -2.4825 1.8904 6.3218
H -1.5314 0.4612 5.7923
H -3.3272 0.4395 5.7608
H -1.5671 2.0669 3.9392
H -2.7145 0.7404 3.5663
H -4.7072 5.2899 3.7383
H -4.9959 4.8580 5.4056
H -5.6502 3.7804 4.0911
C 7.1218 -3.6023 -3.9871
C 5.7819 -2.9267 -4.2474
O 4.8792 -3.8621 -4.8197
C 4.1166 -4.5929 -4.0034
C 3.3501 -5.5830 -4.8380
O 4.1432 -4.5046 -2.7589
H 7.0020 -4.4367 -3.2414
H 7.8540 -2.9945 -3.4939
H 7.3664 -4.0631 -4.9826
H 5.2962 -2.6091 -3.3483
H 5.8477 -2.1252 -4.9744
H 2.4890 -5.9870 -4.3137
H 3.9912 -6.4088 -5.1063
H 3.0629 -5.0994 -5.7993
C -9.0334 -2.7535 -3.7346
C -7.7058 -2.1894 -3.2433
O -6.6202 -3.1017 -3.4450
C -5.4409 -2.5794 -3.0183
C -4.4065 -3.6098 -3.0692
O -5.2102 -1.4460 -2.6711
H -9.2998 -3.6431 -3.1260
H -9.0190 -3.1301 -4.7466
H -9.8565 -2.0542 -3.5419
H -7.4815 -1.2940 -3.8459
H -7.6958 -1.8698 -2.1963
H -3.4266 -3.2155 -2.7957
H -4.4527 -4.0435 -4.0969
H -4.7530 -4.4378 -2.4638
C -1.5858 -2.5808 -5.0874
C -0.7623 -3.2558 -4.0334
O 0.1270 -2.3173 -3.3980
C 1.2979 -2.1739 -4.1307
C 2.0687 -0.9934 -3.4523
O 1.6758 -2.8256 -5.0326
H -2.3320 -3.2345 -5.5118
H -1.0002 -2.1332 -5.8983
H -2.1912 -1.7344 -4.6894
H -1.4336 -3.6033 -3.2655
H -0.1744 -4.0791 -4.3695
H 3.0090 -1.0335 -3.8817
H 2.1804 -1.1589 -2.4203
H 1.5054 -0.0990 -3.5700
C -2.9248 -3.9036 0.3466
C -2.0649 -4.9735 0.9208
O -0.6612 -4.7026 0.6072
C -0.3462 -5.0196 -0.6762
C 1.1194 -4.8536 -0.8999
O -1.1411 -5.4782 -1.4812
H -2.5262 -2.9454 0.6270
H -3.9622 -3.9858 0.6787
H -2.9070 -3.9929 -0.7275
H -2.1010 -4.9898 2.0401
H -2.3851 -5.9252 0.4564
H 1.3123 -4.0428 -1.6293
H 1.4799 -5.8034 -1.3114
H 1.6084 -4.7144 0.0763
C -0.1018 3.3707 -3.3262
C 0.3647 3.1848 -1.8605
O 1.3651 4.2035 -1.5266
C 0.9964 5.4660 -1.2953
C 2.1935 6.2894 -0.8888
O -0.0762 5.9087 -1.4788
H 0.8430 3.6526 -3.8693
H -0.7262 4.2236 -3.3638
H -0.6420 2.5660 -3.8014
H -0.4990 3.2754 -1.2391
H 0.8148 2.2663 -1.6760
H 1.8438 7.3326 -0.7201
H 2.9102 6.2245 -1.7131
H 2.5730 5.7712 -0.0065
C 7.5904 0.0665 -0.1862
C 6.5756 -0.7672 -0.9380
O 5.7166 -0.0335 -1.8517
C 4.9898 0.9421 -1.2297
C 4.1036 1.8588 -2.0585
O 4.9919 1.0491 -0.0352
H 7.2062 0.7039 0.5801
H 8.2319 0.5900 -0.9214
H 8.2385 -0.7079 0.2934
H 7.1040 -1.4067 -1.6837
H 5.9972 -1.3561 -0.2374
H 3.5037 1.3694 -2.7704
H 4.8371 2.5021 -2.5529
H 3.5662 2.5348 -1.3570
C -2.0361 -0.8891 -1.3896
C -1.3943 -0.5180 -0.0965
O 0.0998 -0.5531 -0.1206
C 0.6951 -0.0079 0.9644
C 2.1893 -0.0285 0.8371
O 0.1225 0.4905 1.9084
H -1.7512 -1.7887 -1.8763
H -1.8761 -0.0907 -2.1809
H -3.1147 -0.8530 -1.1908
H -1.7208 0.4774 0.2716
H -1.5445 -1.1086 0.8047
H 2.6297 0.1502 1.7891
H 2.5334 0.7172 0.0910
H 2.4629 -1.0247 0.4708
C -0.8383 4.6708 1.5868
C -2.2696 4.7410 1.1042
O -2.5197 3.7870 0.0402
C -3.6627 3.6689 -0.6157
C -3.5420 2.5675 -1.6175
O -4.6345 4.3767 -0.4163
H -0.1001 4.5246 0.7917
H -0.7222 3.8030 2.2830
H -0.5324 5.5195 2.1692
H -3.0086 4.6959 1.8641
H -2.3801 5.7578 0.7296
H -2.5209 2.5505 -2.0125
H -4.1657 2.5407 -2.4993
H -3.8053 1.6511 -1.0428
C 1.8425 3.4484 4.6781
C 2.6549 4.7156 4.5194
O 4.0290 4.4518 4.3556
C 4.3651 4.0291 3.1498
C 5.9052 3.5382 3.1293
O 3.6512 4.0139 2.1830
H 1.9573 2.7897 3.8455
H 0.7595 3.5862 4.8733
H 2.1050 2.8249 5.5316
H 2.3104 5.3592 3.6951
H 2.6055 5.3134 5.4093
H 6.2127 3.3600 2.0713
H 5.9948 2.6506 3.7154
H 6.4982 4.3370 3.5740
*
```

SMILES string: CCOC(C)=O.CCOC(C)=O.CCOC(C)=O.CCOC(C)=O.CCOC(C)=O.CCOC(C)=O.CCOC(C)=O.CCOC(C)=O.CCOC(C)=O.CCOC(C)=O.CCOC(C)=O.CCOC(C)=O

Mulliken atomic charge list, values in e, 99 entries:
1. C -1.10
2. C 0.08
3. O -0.37
4. C 0.42
5. C -0.67
6. O -0.04
7. H 0.32
8. H 0.38
9. H 0.22
10. H -0.04
11. H 0.32
12. H 0.46
13. H 0.21
14. H -0.09
15. C -0.74
16. C -0.14
17. O -0.42
18. C 0.68
19. C -0.76
20. O -0.32
21. H 0.30
22. H 0.41
23. H -0.01
24. H 0.31
25. H 0.08
26. H 0.43
27. H 0.42
28. H -0.20
29. C -1.41
30. C 0.68
31. O -0.25
32. C 0.77
33. C -1.18
34. O -0.56
35. H 0.42
36. H 0.31
37. H 0.34
38. H -0.33
39. H 0.29
40. H 0.28
41. H 0.45
42. H 0.24
43. C -1.29
44. C 0.04
45. O -0.35
46. C 0.95
47. C -1.20
48. O -0.61
49. H 0.27
50. H 0.41
51. H 0.35
52. H 0.17
53. H 0.33
54. H 0.26
55. H 0.40
56. H 0.31
57. C -1.31
58. C 0.12
59. O -0.36
60. C 0.69
61. C -0.26
62. O -0.51
63. H 0.31
64. H 0.33
65. H 0.37
66. H 0.25
67. H 0.14
68. H -0.62
69. H 0.40
70. H 0.44
71. C -1.40
72. C 0.22
73. O 0.51
74. C 0.03
75. C -1.26
76. O -0.55
77. H 0.42
78. H 0.38
79. H 0.16
80. H -0.32
81. H 0.60
82. H 0.55
83. H 0.33
84. H 0.37
85. C 0.56
86. C -0.63
87. O -0.38
88. C 0.91
89. C -0.63
90. O -0.67
91. H -0.39
92. H 0.22
93. H -0.29
94. H 0.36
95. H 0.35
96. H -0.19
97. H 0.34
98. H 0.31
99. C -1.82


A cluster of 12 separate species, C48H96O29 in total at a distorted geometry. Source: OMol25; level of theory: wB97M-V/def2-TZVPD.

ORCA input file:
```
! RIJCOSX wB97M-V def2-TZVPD def2/J DEFGRID3
* xyz 0 1
C 3.1053 5.6894 5.4893
C 2.4286 6.3502 4.2430
O 1.6037 5.4275 3.6462
C 1.5740 5.3278 2.2614
O 2.2189 5.9583 1.4448
O 0.6467 4.4164 1.9541
C 0.4211 3.9556 0.7026
H 3.3724 4.6361 5.4035
H 2.4555 5.5581 6.3546
H 4.0053 6.1691 5.8741
H 3.2889 6.6689 3.6544
H 1.8519 7.2714 4.3261
H 0.3823 4.7418 -0.0514
H -0.5571 3.4788 0.7644
H 1.0309 3.0817 0.4733
C 4.8431 2.8535 -0.0337
C 5.7386 4.0383 0.1701
O 6.4546 4.1130 1.4188
C 6.1287 4.9327 2.4965
O 5.1593 5.5811 2.5344
O 7.2385 4.9889 3.3817
C 7.0541 5.5388 4.6373
H 4.3294 3.0201 -0.9805
H 4.1173 2.6426 0.7518
H 5.3870 1.9141 -0.1328
H 4.9649 4.7966 0.2910
H 6.3504 4.3506 -0.6762
H 6.3678 4.9302 5.2262
H 6.5875 6.5115 4.4817
H 7.9748 5.6945 5.1996
C -8.7900 1.2408 -5.0087
C -7.7557 1.0868 -3.9488
O -6.4944 0.7539 -4.5831
C -5.4231 1.3798 -4.1843
O -5.2910 2.1776 -3.2390
O -4.4022 0.9817 -4.9719
C -3.0109 1.3302 -4.5323
H -8.2905 1.6977 -5.8630
H -9.6390 1.8706 -4.7429
H -9.1363 0.2645 -5.3480
H -7.9973 0.4115 -3.1280
H -7.6817 2.0585 -3.4604
H -2.7726 2.3059 -4.9557
H -2.3426 0.5482 -4.8929
H -2.6864 1.3499 -3.4919
C -0.7111 -10.0157 -1.3356
C -0.0441 -8.7441 -1.9519
O -1.0062 -7.6654 -2.1754
C -1.1016 -6.5651 -1.4355
O -0.2828 -6.2896 -0.5562
O -2.2338 -5.9570 -1.6988
C -2.4509 -4.5861 -1.2313
H -0.1370 -10.3537 -0.4729
H -0.8149 -10.7757 -2.1100
H -1.6477 -9.6515 -0.9133
H 0.3064 -8.9696 -2.9591
H 0.8516 -8.4940 -1.3834
H -1.8448 -4.4375 -0.3377
H -3.5193 -4.3948 -1.1308
H -2.1291 -3.8493 -1.9673
C -3.1143 3.9932 3.9032
C -3.6791 3.0310 2.8461
O -3.4905 3.5903 1.5681
C -3.4374 2.8126 0.4685
O -3.3988 1.5679 0.4777
O -3.3073 3.6988 -0.6160
C -2.8752 3.1231 -1.8145
H -2.2901 4.5867 3.5076
H -2.6501 3.4399 4.7196
H -3.8972 4.6657 4.2539
H -4.7465 2.8565 2.9811
H -3.0827 2.1393 3.0392
H -1.8297 3.2796 -2.0803
H -3.3253 3.5687 -2.7016
H -3.2495 2.1044 -1.9158
C 0.5188 3.2076 6.1942
C 0.9210 2.0538 5.2706
O -0.0896 1.6813 4.4011
C 0.1049 0.5271 3.6532
C -1.0195 0.4010 2.6800
O 1.1170 -0.1788 3.6828
H 1.4657 3.7391 6.2892
H 0.1216 2.7894 7.1191
H -0.1905 3.8581 5.6825
H 1.8313 2.3804 4.7678
H 1.1543 1.2066 5.9154
H -1.9693 0.0164 3.0515
H -0.6824 -0.2184 1.8488
H -1.3847 1.3976 2.4321
C 3.3917 -0.6555 0.4152
C 2.2266 0.2191 0.0139
O 1.0758 -0.5120 -0.4731
C -0.0078 0.2075 -0.9873
C -1.0884 -0.7179 -1.5346
O -0.1684 1.4154 -0.9870
H 4.3200 -0.0890 0.4891
H 3.4165 -1.5218 -0.2458
H 3.0714 -1.1487 1.3329
H 2.0274 0.8955 0.8451
H 2.4256 0.7697 -0.9055
H -2.0819 -0.4328 -1.1885
H -0.9533 -1.6613 -1.0057
H -0.9824 -0.7503 -2.6190
C 1.2298 -3.5884 0.9928
C 0.4536 -3.0181 2.1345
O -0.9468 -2.9701 1.8382
C -1.8474 -3.6738 2.5365
C -3.1759 -3.9086 1.7624
O -1.5349 -4.2473 3.5804
H 0.6814 -3.2824 0.1019
H 1.2963 -4.6731 1.0769
H 2.2514 -3.2084 0.9789
H 0.9179 -3.4026 3.0426
H 0.6391 -1.9461 2.2002
H -4.0035 -4.0220 2.4626
H -3.0994 -4.8683 1.2513
H -3.2769 -3.1107 1.0267
C -5.9204 -3.0310 -5.1384
C -5.1198 -3.0336 -3.8676
O -5.7436 -2.0682 -2.9962
C -5.0270 -1.4806 -1.9363
C -5.8311 -0.3494 -1.2385
O -3.9643 -1.9300 -1.5492
H -6.1783 -2.0440 -5.5224
H -6.8504 -3.5409 -4.8868
H -5.3835 -3.5492 -5.9329
H -5.0710 -4.0261 -3.4196
H -4.1009 -2.7499 -4.1310
H -6.0671 -0.6921 -0.2310
H -6.7425 0.0284 -1.7018
H -5.2145 0.5487 -1.2010
C 2.7379 2.7364 -3.2194
C 1.9201 1.5780 -4.0033
O 1.8558 1.9511 -5.3922
C 0.7456 2.4964 -5.9582
C 0.9730 2.7758 -7.4536
O -0.3559 2.7358 -5.4284
H 2.1976 3.6712 -3.3688
H 3.6701 2.7564 -3.7840
H 2.7270 2.2798 -2.2297
H 2.6310 0.7636 -3.8642
H 0.9252 1.3271 -3.6355
H 0.3998 3.6822 -7.6487
H 0.6540 1.9445 -8.0824
H 2.0224 2.9268 -7.7065
C 6.8307 -2.9230 8.0353
C 5.6716 -2.0353 7.6302
O 4.7827 -2.4148 6.5308
C 5.2577 -2.6378 5.3137
C 4.1870 -2.6290 4.1752
O 6.4142 -2.9263 5.0082
H 7.3753 -2.7099 8.9551
H 7.6064 -3.0065 7.2741
H 6.3734 -3.8889 8.2500
H 5.0251 -1.7202 8.4493
H 6.0580 -1.0460 7.3853
H 4.4775 -3.1668 3.2727
H 3.8949 -1.6344 3.8382
H 3.2359 -3.0798 4.4587
C 2.7292 -2.4683 -3.2232
C 1.3268 -2.0838 -3.7543
O 0.6655 -3.1369 -4.4676
C -0.5498 -2.9246 -4.8970
C -1.2764 -4.1355 -5.3930
O -1.0099 -1.7855 -5.1096
H 3.2888 -2.9612 -4.0181
H 2.7477 -3.1829 -2.4004
H 3.2777 -1.5991 -2.8603
H 0.7841 -1.6448 -2.9171
H 1.4506 -1.2718 -4.4709
H -1.0721 -5.0060 -4.7696
H -0.9140 -4.4540 -6.3704
H -2.3558 -3.9972 -5.4543
*
```

SMILES string: CCOC(=O)OC.CCOC(=O)OC.CCOC(=O)OC.CCOC(=O)OC.CCOC(=O)OC.CCOC(C)=O.CCOC(C)=O.CCOC(C)=O.CCOC(C)=O.CCOC(C)=O.CCOC(C)=O.CCOC(C)=O

Mulliken atomic charge list, values in e, 99 entries:
1. C -1.25
2. C -0.18
3. O -0.15
4. C 0.54
5. O -0.62
6. O -0.14
7. C -0.09
8. H 0.27
9. H 0.41
10. H 0.43
11. H 0.20
12. H 0.36
13. H 0.38
14. H -0.21
15. H 0.05
16. C -0.25
17. C -0.67
18. O -0.36
19. C 0.66
20. O -0.48
21. O -0.33
22. C -0.55
23. H 0.02
24. H 0.17
25. H 0.33
26. H 0.33
27. H 0.35
28. H 0.22
29. H 0.28
30. H 0.28
31. C -1.34
32. C -0.16
33. O -0.24
34. C 0.87
35. O -0.60
36. O -0.40
37. C 0.09
38. H 0.32
39. H 0.35
40. H 0.32
41. H 0.29
42. H 0.35
43. H 0.42
44. H 0.27
45. H -0.37
46. C -0.94
47. C -0.29
48. O -0.38
49. C 0.75
50. O -0.59
51. O -0.44
52. C 0.15
53. H 0.32
54. H 0.27
55. H 0.30
56. H 0.31
57. H 0.30
58. H -0.21
59. H 0.40
60. H -0.03
61. C -1.20
62. C 0.29
63. O -0.35
64. C 0.83
65. O -0.51
66. O -0.46
67. C 0.07
68. H 0.24
69. H 0.28
70. H 0.42
71. H 0.39
72. H -0.12
73. H 0.24
74. H 0.47
75. H -0.50
76. C -0.95
77. C -0.18
78. O -0.12
79. C 0.34
80. C 1.24
81. O -0.59
82. H 0.02
83. H 0.43
84. H 0.15
85. H 0.25
86. H 0.33
87. H 0.37
88. H -0.67
89. H -0.80
90. C -1.45
91. C 1.05
92. O 1.41
93. C -0.64
94. C 0.62
95. O 0.13
96. H 0.34
97. H 0.21
98. H -0.01
99. H -0.17


Values of E, in order: -100474.468; -110707.152, all in eV.